Entry from the Open Molecules 2025 dataset: C48H53BrF3LaN6O3S4Si2 as an isolated structure at a distorted geometry (ωB97M-V with the def2-TZVPD basis set).

Energy relative to the best compared isomer or geometry (same formula, charge and spin) ... 36.1 kcal per mole
Maximum force ... 1.671 eV/Å
HOMO energy ... -2.5 eV
Frontier orbital gap ... 6.0 eV
E_LUMO ... 0.1293 Eh

ORCA input file:
```
! RIJCOSX wB97M-V def2-TZVPD def2/J DEFGRID3
* xyz -2 1
La 1.4092 -0.4392 0.1182
O 3.2344 -2.3262 -3.9541
C 2.9873 -1.5964 -2.9984
O 2.0307 -1.7256 -2.1784
C 3.9617 -0.4445 -2.7173
C 5.0108 -0.2181 -3.6052
C 5.8708 0.8363 -3.3693
C 5.6344 1.6384 -2.2620
C 4.5728 1.3278 -1.4263
N 3.7612 0.2989 -1.6324
H 5.1049 -0.8747 -4.4573
H 6.7035 1.0496 -4.0304
H 6.2586 2.4943 -2.0460
H 4.3716 1.9250 -0.5442
C -0.9305 0.4453 -0.9579
Si -2.4742 -0.5583 -0.7294
C -1.9697 -2.3409 -1.2726
N -0.9423 -2.8986 -0.3916
C -1.5425 -3.5147 0.7986
C -1.3687 -5.0374 0.8665
C -1.6900 -5.6776 -0.4805
C -0.7654 -5.1148 -1.5730
C -0.0672 -3.8306 -1.0929
C -3.2273 -0.5509 1.0263
C -2.8457 0.3870 1.9755
C -3.4684 0.4637 3.2108
C -4.5014 -0.4070 3.5183
C -4.8957 -1.3549 2.5875
C -4.2674 -1.4152 1.3574
C -4.0862 -0.2355 -1.7413
C -5.1150 0.5589 -1.2390
C -6.2669 0.7994 -1.9651
C -6.4183 0.2534 -3.2287
C -5.4110 -0.5401 -3.7496
C -4.2641 -0.7742 -3.0128
H -1.0669 1.4883 -0.6516
H -0.6623 0.4645 -2.0237
H -1.5323 -2.2375 -2.2660
H -2.8219 -3.0287 -1.3733
H -2.6124 -3.2888 0.8199
H -1.1088 -3.0630 1.6997
H -2.0243 -5.4403 1.6429
H -0.3489 -5.2968 1.1470
H -2.7349 -5.4673 -0.7234
H -1.5863 -6.7648 -0.4086
H -1.3385 -4.9090 -2.4803
H 0.0074 -5.8399 -1.8327
H 0.3695 -3.3076 -1.9453
H 0.7486 -4.0862 -0.4164
H -2.0492 1.0770 1.7468
H -3.1479 1.2134 3.9210
H -5.0075 -0.3397 4.4748
H -5.7080 -2.0359 2.8174
H -4.6095 -2.1368 0.6262
H -5.0093 0.9846 -0.2515
H -7.0532 1.4116 -1.5430
H -7.3141 0.4482 -3.8035
H -5.5254 -0.9782 -4.7334
H -3.4882 -1.3964 -3.4334
F -1.4903 3.3949 3.8109
C -0.2985 4.0153 3.7643
F 0.3821 3.5979 4.8521
F -0.5880 5.3182 4.0291
C 0.4440 3.8465 2.4814
C 0.8152 4.9608 1.7521
C 1.5201 4.7933 0.5702
C 1.8001 3.4970 0.1655
N 1.4475 2.4182 0.8387
C 0.7874 2.5500 2.0106
S 0.4193 1.1380 2.8712
H 0.5605 5.9529 2.0981
H 1.8237 5.6378 -0.0277
H 2.3312 3.3112 -0.7584
O 3.1262 -2.8473 -0.0017
H 4.0444 -2.5470 -0.0056
H 2.8041 -2.7488 -0.9222
Br 2.6170 -5.4832 1.2668
C 1.7912 -4.5056 2.6626
C 1.6477 -5.1452 3.8870
C 1.0032 -4.4435 4.8907
C 0.5412 -3.1629 4.6177
C 0.7501 -2.6303 3.3531
N 1.3700 -3.2937 2.3864
H 2.0260 -6.1467 4.0323
H 0.8663 -4.8924 5.8656
H 0.0358 -2.5739 5.3670
H 0.4127 -1.6347 3.0964
S -0.1192 7.7706 -3.2051
C 0.1441 6.1398 -3.2811
S 1.6762 5.3935 -2.9092
C 0.8889 3.7317 -3.1773
N -0.3452 3.8917 -3.4902
N -0.7620 5.1778 -3.5705
C -2.1051 5.3439 -3.9278
C -2.5581 6.4515 -4.6396
C -3.8979 6.5522 -4.9659
C -4.7876 5.5544 -4.6063
C -4.3273 4.4297 -3.9385
C -2.9930 4.3169 -3.6028
S 1.7356 2.3285 -3.0457
H -1.8674 7.2219 -4.9416
H -4.2502 7.4227 -5.5052
H -5.8365 5.6531 -4.8485
H -5.0127 3.6397 -3.6669
H -2.6135 3.4386 -3.1042
C 6.0329 0.0676 3.6482
Si 4.4716 -0.8913 3.0197
C 5.1758 -2.6467 2.6687
C 3.3568 -0.9816 4.5787
C 3.7210 -0.1031 1.5075
H 6.5405 -0.4215 4.4760
H 5.7502 1.0629 3.9792
H 6.7587 0.1912 2.8492
H 5.4736 -3.1566 3.5817
H 6.0527 -2.5872 2.0291
H 4.4423 -3.2643 2.1670
H 3.0559 -2.0015 4.8050
H 2.4579 -0.3952 4.4192
H 3.8641 -0.5822 5.4542
H 4.4990 -0.1669 0.7321
H 3.6179 0.9680 1.7437
*
```

---

Entry from the Open Molecules 2025 dataset: C48H53Cl3GeN3O2P2S4SbY as an isolated structure at a distorted geometry (ωB97M-V with the def2-TZVPD basis set).

Energy relative to the best compared isomer or geometry (same formula, charge and spin) ... 61.2 kcal per mole
Maximum force ... 1.502 eV/Å
HOMO energy (alpha / beta) ... -1.5 / -1.6 eV
Frontier orbital gap (alpha / beta) ... 5.1 / 5.2 eV
E_LUMO (alpha / beta) ... 0.1331 / 0.1330 Eh

ORCA input file:
```
! RIJCOSX wB97M-V def2-TZVPD def2/J DEFGRID3
* xyz -2 2
Y 1.2618 -0.6190 0.1412
C 0.1406 4.3136 -0.1321
C -1.0341 3.6765 0.6010
P -0.7282 1.9265 1.2079
C -0.3203 2.3088 2.9582
C 0.6740 3.2449 3.2299
C 1.1134 3.4530 4.5217
C 0.5644 2.7319 5.5680
C -0.4288 1.8070 5.3087
C -0.8674 1.5921 4.0148
C -2.4952 1.4512 1.4805
C -3.6101 2.2820 1.4338
C -4.8826 1.7745 1.6390
C -5.0657 0.4270 1.9043
C -3.9620 -0.4120 1.9630
C -2.6975 0.0953 1.7402
C 0.3787 3.7145 -1.5172
P 1.5214 2.2313 -1.5013
C 3.1303 3.0979 -1.3665
C 3.3260 4.4322 -1.0268
C 4.6059 4.9281 -0.8429
C 5.7109 4.1154 -1.0156
C 5.5269 2.7917 -1.3817
C 4.2522 2.2940 -1.5522
C 1.4486 1.9681 -3.3197
C 2.5118 2.1155 -4.2024
C 2.3614 1.7905 -5.5389
C 1.1498 1.3185 -6.0124
C 0.0855 1.1510 -5.1383
C 0.2421 1.4620 -3.8026
H 1.0489 4.1975 0.4607
H -0.0668 5.3879 -0.2404
H -1.8822 3.6300 -0.0911
H -1.3083 4.2941 1.4637
H 1.1476 3.7792 2.4216
H 1.9192 4.1511 4.7062
H 0.9441 2.8560 6.5713
H -0.8307 1.2086 6.1118
H -1.6207 0.8407 3.8289
H -3.5104 3.3408 1.2501
H -5.7358 2.4426 1.5942
H -6.0628 0.0365 2.0598
H -4.0885 -1.4635 2.1846
H -1.8279 -0.5645 1.7604
H 0.8193 4.4539 -2.1969
H -0.5716 3.3955 -1.9520
H 2.4918 5.1035 -0.8994
H 4.7342 5.9628 -0.5527
H 6.7079 4.5086 -0.8694
H 6.3765 2.1404 -1.5189
H 4.1031 1.2630 -1.8316
H 3.4630 2.4871 -3.8513
H 3.2018 1.9002 -6.2123
H 1.0363 1.0706 -7.0580
H -0.8539 0.7525 -5.4977
H -0.5696 1.2965 -3.1074
O 0.7754 -1.6644 -2.3858
C 1.8175 -1.6313 -3.3468
C 3.1433 -1.5484 -2.6332
C 4.2593 -2.1548 -3.1688
C 5.4827 -2.0295 -2.4857
C 5.5133 -1.3704 -1.2934
C 4.3017 -0.8627 -0.7540
N 3.1571 -0.8323 -1.5039
H -0.0517 -1.8585 -2.8757
H 1.6887 -0.7585 -4.0046
H 1.7911 -2.5335 -3.9760
H 4.1853 -2.6912 -4.1039
H 6.3877 -2.4345 -2.9183
H 6.4171 -1.2692 -0.7107
H 4.3906 -0.0825 -0.0013
S 4.8439 -1.3341 2.3804
Sb 3.5283 0.7163 3.2557
S 3.6942 -2.2564 1.0102
S 2.3228 1.4716 1.2129
S 2.0056 -0.3411 4.5830
Cl 1.2380 -5.6808 -4.2982
Ge 0.4015 -4.6351 -2.4185
Cl -1.3373 -3.3561 -3.6503
Cl -1.0441 -6.3310 -1.8228
N -1.0207 -0.0361 -1.0276
C -2.0793 -0.3260 -1.3859
N -3.2992 -0.5773 -1.7499
C -3.7948 -1.9124 -2.0293
C -5.2078 -2.0280 -1.4586
O -6.0561 -1.0107 -1.9589
C -5.5564 0.2586 -1.6064
C -4.1626 0.4947 -2.1975
H -3.1343 -2.6502 -1.5768
H -3.8078 -2.0822 -3.1129
H -5.1698 -1.9596 -0.3614
H -5.6580 -2.9765 -1.7524
H -5.4950 0.3527 -0.5110
H -6.2656 0.9909 -1.9973
H -3.7679 1.4536 -1.8528
H -4.2242 0.4940 -3.2962
C -1.4863 -3.3555 0.6578
C -0.5209 -3.1054 1.8308
C 0.6385 -4.1254 1.6895
C 0.0092 -1.6882 1.7611
C -1.1625 -3.4313 3.1773
C -0.4627 -3.1411 4.3482
C -0.9844 -3.4555 5.5882
C -2.2185 -4.0742 5.6940
C -2.9117 -4.3958 4.5440
C -2.3869 -4.0839 3.2995
H -1.0023 -3.0523 -0.2735
H -2.3977 -2.7683 0.7751
H -1.7389 -4.4126 0.5724
H 1.0622 -4.0786 0.6840
H 0.2520 -5.1328 1.8520
H 1.4255 -3.9235 2.4149
H 0.0600 -1.2614 2.7741
H 0.5019 -2.6566 4.3121
H -0.4175 -3.2136 6.4752
H -2.6340 -4.3138 6.6647
H -3.8653 -4.9058 4.6200
H -2.9509 -4.3769 2.4271
*
```